1.
Formula: C10H13BiClI2N2OP
Source: the Open Molecules 2025 dataset
Level of theory: ωB97M-V/def2-TZVPD

Positions of all 31 atoms, in Å:
1 I -3.1218 0.9862 3.8217
2 I -1.4784 2.4098 1.7714
3 Bi 0.0762 0.9930 -0.3957
4 P -2.2926 0.8166 -1.8369
5 C -3.9054 1.1464 -1.0635
6 C -2.4449 1.4429 -3.5558
7 H -1.3899 -1.4482 -2.2096
8 H -3.0674 -1.2402 -2.8744
9 H -2.7966 -1.4676 -1.0998
10 C -2.3910 -1.0070 -2.0240
11 H -1.5557 1.2087 -4.1615
12 H -3.3323 1.0034 -4.0241
13 H -4.6730 1.1436 -1.8408
14 H -3.9095 2.1156 -0.5575
15 H -2.5603 2.5541 -3.5496
16 H -4.1415 0.3838 -0.3205
17 C -1.0855 -0.8112 0.6088
18 O -1.9062 -1.2856 1.2460
19 Cl 1.1896 -0.8632 -1.9167
20 N 6.6162 -2.5549 2.4049
21 C 5.6381 -1.8766 2.3271
22 C 4.4444 -1.0855 2.1616
23 C 4.3319 0.2671 2.5493
24 C 3.1678 0.9548 2.1933
25 N 2.1565 0.3731 1.5191
26 C 2.2307 -0.9699 1.3257
27 C 3.3306 -1.7432 1.6621
28 H 5.1312 0.7405 3.1293
29 H 3.1148 2.0198 2.4093
30 H 1.3365 -1.4021 0.8182
31 H 3.2871 -2.8043 1.4825

Force components x, y, z for each atom (eV/Å):
I 1.1 0.9 -1.4
I -1.5 -0.5 2.1
Bi 2.3 -0.4 -1.8
P -1.0 -1.4 -0.9
C 0.2 0.7 0.5
C 0.7 1.1 0.1
H -0.6 0.2 -0.1
H 0.4 0.1 0.6
H 0.0 0.3 -0.7
C 0.2 -0.5 -0.1
H -0.3 0.0 0.3
H 0.1 -0.1 0.3
H 0.1 0.0 0.0
H -0.1 0.0 -0.2
H 0.1 -0.8 0.0
H 0.1 0.0 -0.1
C -3.0 -1.4 2.8
O 2.7 0.9 -1.9
Cl -0.9 1.3 0.9
N -4.1 2.8 -0.3
C 4.1 -2.4 0.5
C 0.0 0.1 0.7
C -0.1 -0.5 -0.2
C 0.5 -0.2 -0.2
N -0.1 -0.9 0.0
C -0.6 0.7 -0.1
C -0.9 0.5 -0.6
H -0.3 -0.1 -0.5
H -0.3 -0.2 -0.1
H 1.0 0.0 0.5
H 0.3 -0.1 -0.1

For the LUMO energy (alpha / beta), the calculation gives -10.097 / -10.099 eV. The frontier orbital gap (alpha / beta) comes out at 5.596 / 5.594 eV. As for the net charge: +2. The value obtained for the HOMO energy (alpha / beta) is -15.69 / -15.69 eV.

2.
Formula: C10H13Br2N2O2
Source: the Open Molecules 2025 dataset
Level of theory: ωB97M-V/def2-TZVPD

Positions of all 29 atoms, in Å:
1 C 2.5749 1.7931 2.3898
2 C 2.0859 0.3418 2.4733
3 Br 2.0407 -0.1926 4.3605
4 C 0.7118 0.1528 1.7725
5 Br 0.9047 -1.5259 0.6742
6 N -0.4356 0.0234 2.6227
7 C -1.4885 1.0012 2.2749
8 C -0.9668 2.4502 2.1897
9 O -1.4580 3.1217 1.2600
10 O -0.1016 2.7814 3.0221
11 H 2.1459 2.3104 1.5326
12 H 2.3322 2.3402 3.2960
13 H 3.6663 1.7927 2.2931
14 H 2.8163 -0.3330 2.0437
15 H 0.5581 0.9346 1.0318
16 H -0.8373 -0.8971 2.5215
17 H -2.2305 0.9642 3.0801
18 H -2.0163 0.7466 1.3484
19 N 0.2632 -1.0637 -2.7556
20 C -0.1279 -2.3329 -2.6789
21 C -1.1578 -2.8648 -3.4410
22 C -1.8253 -2.0316 -4.3242
23 C -1.4336 -0.7066 -4.4109
24 C -0.3850 -0.2773 -3.6094
25 H 0.4106 -2.9501 -1.9685
26 H -1.4311 -3.9064 -3.3382
27 H -2.6388 -2.4085 -4.9316
28 H -1.9280 -0.0170 -5.0815
29 H -0.0484 0.7532 -3.6469

Force components x, y, z for each atom (eV/Å):
C 0.6 -0.2 0.2
C -0.2 0.6 0.0
Br 0.1 -0.2 -0.2
C 0.0 -0.6 0.7
Br -0.1 -0.1 -0.1
N -0.2 0.5 -0.6
C -0.3 -0.4 0.4
C 0.1 0.2 -0.3
O -0.2 0.1 -0.1
O 0.1 -0.1 0.2
H 0.0 0.0 0.1
H -0.3 0.1 -0.2
H -0.1 0.0 0.0
H 0.0 0.0 0.0
H 0.2 0.0 0.0
H 0.2 -0.1 0.3
H 0.0 0.0 0.0
H 0.2 0.0 -0.1
N 0.0 0.0 -0.2
C 0.0 0.0 0.0
C 0.0 0.0 0.0
C 0.0 0.0 0.0
C 0.0 0.0 0.0
C 0.0 0.1 0.0
H 0.0 0.0 0.0
H 0.0 0.0 0.0
H 0.0 0.0 0.0
H 0.0 0.0 0.0
H 0.0 0.0 0.0

For the LUMO energy, the calculation gives 2.666 eV. The frontier orbital gap comes out at 7.236 eV. As for the net charge: -1. The value obtained for the HOMO energy is -4.57 eV.

Computed energy relative to the best compared isomer or geometry (same formula, charge and spin) (kcal per mole) in order:
10.5, 0.0
Computed calculated total energy (eV) in order:
-59443.309, -157742.423